115
Properties=species:S:1:pos:R:3:lowdin_charge:R:1 method="wB97M-V/def2-TZVPD" relative_energy_ev=1.092 total_charge=0 homo_lumo_gap_ev=9.6739 multiplicity=1 lumo_ev=0.6
C 0.548 3.238 2.336 -0.051
C 0.236 3.589 0.843 -0.406
C 0.800 4.968 0.564 -0.207
O 0.664 5.237 -0.850 -0.200
C 0.452 6.628 -1.027 -0.120
N 0.954 2.590 0.047 0.066
H 0.639 2.180 2.561 0.071
H -0.207 3.751 2.939 0.078
H 1.460 3.757 2.653 0.075
H -0.853 3.575 0.775 0.134
H 1.883 4.942 0.738 0.128
H 0.402 5.743 1.224 0.124
H 1.380 7.188 -0.891 0.089
H -0.353 7.037 -0.413 0.084
H 0.124 6.800 -2.055 0.084
H 1.783 2.365 0.582 0.074
H 1.225 2.962 -0.856 0.060
C 3.913 0.675 3.141 -0.052
C 4.513 -0.690 2.816 -0.379
C 5.566 -1.240 3.801 -0.209
O 4.913 -1.460 5.039 -0.195
C 5.808 -1.898 6.042 -0.108
N 3.406 -1.663 2.734 0.029
H 2.920 0.650 3.570 0.076
H 3.962 1.298 2.242 0.070
H 4.575 1.281 3.774 0.076
H 5.004 -0.765 1.841 0.139
H 6.343 -0.470 3.919 0.122
H 6.066 -2.132 3.413 0.126
H 5.206 -1.928 6.948 0.089
H 6.739 -1.332 6.115 0.086
H 6.133 -2.934 5.865 0.087
H 3.573 -2.502 2.192 0.059
H 3.206 -1.967 3.680 0.084
C -5.189 1.262 -3.180 -0.051
C -3.763 1.688 -2.806 -0.419
C -3.636 3.090 -2.216 -0.195
O -4.252 4.032 -3.075 -0.208
C -5.237 4.919 -2.577 -0.099
N -3.258 0.689 -1.867 0.050
H -5.557 1.937 -3.951 0.076
H -5.906 1.112 -2.372 0.081
H -5.105 0.284 -3.663 0.075
H -3.209 1.689 -3.748 0.134
H -2.559 3.273 -2.131 0.120
H -4.112 3.181 -1.235 0.126
H -5.737 5.264 -3.477 0.088
H -4.734 5.749 -2.070 0.083
H -5.916 4.453 -1.858 0.085
H -3.916 0.641 -1.090 0.098
H -2.425 0.996 -1.355 0.064
C 2.908 5.356 -5.036 -0.070
C 2.457 3.930 -5.370 -0.449
C 1.571 3.364 -4.254 -0.218
O 1.500 1.954 -4.314 -0.181
C 0.335 1.410 -3.726 -0.102
N 1.807 3.859 -6.671 0.036
H 2.065 6.053 -5.053 0.075
H 3.543 5.636 -5.877 0.075
H 3.443 5.397 -4.091 0.074
H 3.407 3.386 -5.385 0.140
H 0.609 3.812 -4.529 0.126
H 1.906 3.694 -3.267 0.117
H 0.545 0.417 -3.322 0.077
H -0.517 1.236 -4.391 0.084
H 0.127 2.071 -2.880 0.073
H 1.639 2.862 -6.808 0.072
H 0.887 4.279 -6.738 0.071
C -2.194 -3.347 4.838 -0.065
C -2.741 -4.515 4.055 -0.444
C -2.344 -4.434 2.573 -0.193
O -2.723 -3.219 1.936 -0.206
C -4.103 -3.056 1.732 -0.118
N -2.214 -5.744 4.689 0.034
H -2.511 -3.473 5.876 0.083
H -2.584 -2.359 4.588 0.080
H -1.108 -3.305 4.725 0.083
H -3.824 -4.561 4.192 0.133
H -2.844 -5.201 1.964 0.123
H -1.255 -4.491 2.495 0.110
H -4.673 -3.900 1.329 0.093
H -4.163 -2.336 0.907 0.083
H -4.627 -2.565 2.554 0.087
H -1.223 -5.568 4.850 0.064
H -2.236 -6.550 4.071 0.064
C -1.731 -4.016 -3.252 -0.239
C -1.904 -2.511 -3.306 -0.248
O -3.044 -2.152 -2.507 -0.120
O -1.099 -4.377 -2.031 -0.073
H -1.080 -4.268 -4.090 0.117
H -2.721 -4.452 -3.416 0.121
H -2.091 -2.139 -4.326 0.115
H -1.078 -1.890 -2.945 0.104
H -3.151 -1.181 -2.509 0.025
H -1.635 -3.964 -1.337 0.075
C -0.780 -0.716 -0.028 -0.270
C 0.225 -1.514 0.785 -0.238
O 1.268 -0.634 1.170 -0.101
O -1.145 0.515 0.523 -0.085
H -1.635 -1.334 -0.318 0.102
H -0.370 -0.467 -1.024 0.103
H 0.536 -2.376 0.188 0.111
H -0.258 -1.857 1.706 0.111
H 1.971 -1.137 1.644 0.032
H -0.337 1.000 0.746 0.033
C 2.953 -5.236 1.244 -0.221
C 1.445 -5.438 1.179 -0.242
O 1.043 -6.393 2.148 -0.064
O 3.283 -4.559 2.464 -0.088
H 3.320 -4.629 0.409 0.119
H 3.571 -6.130 1.089 0.119
H 1.156 -5.688 0.155 0.127
H 0.993 -4.472 1.421 0.099
H 0.301 -6.903 1.817 0.086
H 2.653 -4.905 3.109 0.086